1.
54
Properties=species:S:1:pos:R:3:lowdin_charge:R:1 method="wB97M-V/def2-TZVPD" smiles="CC(C)=CCc1c2c(c3occ(-c4ccc(O)cc4)c(=O)c3c1O)C=CC(C)(C)O2" homo_energy_ev=-7.72 homo_lumo_gap_ev=8.04
C -0.950 5.282 0.248 -0.07
C -0.660 4.175 -0.725 -0.34
C 0.557 3.657 -0.829 -0.06
C 0.990 2.542 -1.742 -0.10
C 0.910 1.227 -1.010 -0.06
C -0.100 0.311 -1.297 -0.18
C -0.203 -0.901 -0.565 0.01
C 0.734 -1.162 0.446 -0.12
C 1.758 -0.259 0.734 -0.06
C 1.833 0.934 0.001 -0.14
O 2.803 1.838 0.200 0.03
C 3.718 1.747 1.306 -0.52
C 3.680 0.421 2.012 -0.02
C 2.761 -0.503 1.750 0.00
H 2.736 -1.448 2.269 0.12
H 4.444 0.275 2.758 0.12
C 5.115 1.989 0.720 -0.01
H 5.854 2.039 1.514 0.09
H 5.121 2.924 0.166 0.09
H 5.376 1.180 0.041 0.09
C 3.349 2.868 2.291 0.00
H 4.040 2.877 3.129 0.09
H 3.390 3.829 1.785 0.09
H 2.340 2.712 2.665 0.09
O 0.679 -2.304 1.176 0.08
C -0.308 -3.170 0.938 -0.02
C -1.278 -3.033 0.006 -0.07
C -1.266 -1.847 -0.853 -0.26
O -2.103 -1.652 -1.744 0.06
C -2.342 -4.036 -0.129 -0.18
C -2.819 -4.416 -1.380 -0.01
C -3.834 -5.345 -1.494 -0.01
C -4.397 -5.913 -0.358 -0.32
C -3.927 -5.540 0.898 -0.01
C -2.914 -4.612 1.006 -0.03
H -2.575 -4.310 1.986 0.11
H -4.376 -5.983 1.772 0.12
O -5.402 -6.827 -0.425 0.06
H -5.649 -6.975 -1.346 0.11
H -4.196 -5.631 -2.473 0.11
H -2.394 -3.982 -2.271 0.12
H -0.240 -4.035 1.583 0.15
O -0.973 0.583 -2.271 0.08
H -1.609 -0.185 -2.315 0.09
H 2.025 2.715 -2.040 0.12
H 0.365 2.493 -2.632 0.11
H 1.338 4.023 -0.176 0.10
C -1.842 3.755 -1.547 -0.05
H -2.036 4.496 -2.324 0.09
H -2.729 3.697 -0.918 0.08
H -1.689 2.791 -2.018 0.05
H -1.667 4.945 0.997 0.08
H -1.389 6.134 -0.270 0.08
H -0.047 5.610 0.757 0.07

***

2.
36
Properties=species:S:1:pos:R:3:lowdin_charge:R:1 method="wB97M-V/def2-TZVPD" smiles="Nc1ccnc2c(C(=O)N[C@H]3CCC(=O)NC3=O)cccc12" homo_energy_ev=-8.51 homo_lumo_gap_ev=8.17
O -1.455 2.253 -0.963 0.02
O 0.008 2.261 5.722 0.08
O 2.229 1.592 2.133 0.10
N 1.134 -0.956 -0.650 0.08
C -0.752 1.250 -0.710 -0.40
C -0.065 2.194 4.516 -0.48
C 1.122 1.813 2.532 -0.39
C 2.007 -1.954 -0.498 -0.08
C -1.639 0.102 -2.727 0.01
C -1.699 -0.969 -3.632 -0.05
C 1.985 -3.021 -1.390 -0.02
C -0.746 0.104 -1.655 -0.05
C -0.825 -2.055 -3.510 -0.01
C 1.078 -3.060 -2.424 -0.27
C 0.180 -0.959 -1.589 -0.16
C 0.152 -2.045 -2.526 -0.12
N 1.022 1.727 3.888 0.20
N 1.180 -4.135 -3.313 0.12
N -0.040 1.249 0.455 0.11
C -1.274 2.709 3.797 -0.07
C -0.054 2.215 1.587 -0.16
C -1.359 2.098 2.390 -0.14
H 2.730 -1.946 0.294 0.11
H -2.352 0.926 -2.897 0.13
H -2.426 -0.952 -4.419 0.10
H 2.739 -3.788 -1.336 0.11
H -0.966 -2.883 -4.154 0.09
H 1.830 1.510 4.413 0.16
H 2.107 -4.575 -3.381 0.11
H 0.576 -4.165 -4.129 0.08
H 0.545 0.416 0.525 0.09
H -1.166 3.806 3.732 0.14
H -2.159 2.431 4.350 0.13
H 0.138 3.258 1.275 0.17
H -1.624 1.041 2.517 0.13
H -2.160 2.508 1.777 0.12

***

3.
41
Properties=species:S:1:pos:R:3:lowdin_charge:R:1 method="wB97M-V/def2-TZVPD" homo_energy_ev=-5.42 total_charge=-1 homo_lumo_gap_ev=8.85
F 0.413 22.300 17.854 -0.23
C 1.490 24.388 19.510 -0.18
C 1.700 24.933 18.088 -0.20
O 0.735 24.593 17.104 -0.11
O 1.804 23.012 19.368 -0.07
H 0.497 24.615 19.900 0.12
H 2.219 24.758 20.231 0.11
H 2.591 24.582 17.568 0.13
H 1.620 26.003 18.278 0.11
H 0.631 23.652 17.263 0.00
H 1.169 22.576 18.796 -0.08
C 1.457 21.321 15.405 -0.17
C 0.373 20.360 15.963 -0.20
O -0.765 21.032 16.443 -0.12
O 2.131 22.038 16.431 -0.08
H 1.043 21.997 14.657 0.12
H 2.241 20.701 14.968 0.11
H 0.762 19.828 16.831 0.09
H 0.019 19.654 15.211 0.12
H -0.445 21.610 17.140 -0.03
H 1.528 22.310 17.127 -0.04
C -1.714 24.016 17.348 -0.24
C -1.272 23.438 16.039 -0.24
O -1.734 24.346 15.049 -0.06
O -1.462 23.176 18.447 -0.05
H -2.789 24.165 17.449 0.12
H -1.279 25.007 17.485 0.11
H -1.716 22.449 15.929 0.12
H -0.184 23.379 15.986 0.10
H -2.693 24.322 15.014 0.07
H -0.593 22.782 18.338 -0.10
C 1.501 20.260 19.522 -0.24
C 0.031 20.133 19.235 -0.24
O -0.633 21.338 19.430 -0.06
O 2.291 20.690 18.441 -0.06
H 1.773 19.228 19.746 0.11
H 1.672 20.708 20.501 0.12
H -0.441 19.525 20.007 0.12
H -0.213 19.774 18.235 0.10
H -0.245 21.966 18.816 -0.10
H 1.979 21.520 18.074 0.02

***

4.
69
Properties=species:S:1:pos:R:3:lowdin_charge:R:1 method="wB97M-V/def2-TZVPD" homo_energy_ev="-10.83 / -10.64" total_charge=+1 spin_multiplicity=3 homo_lumo_gap_ev="7.70 / 2.93"
Au 1.545 0.729 -2.439 0.72
C 0.878 1.703 4.658 -0.03
C 1.862 0.715 4.008 -0.55
C 3.273 0.968 4.541 -0.05
C 1.466 -0.729 4.346 -0.04
C 1.761 0.957 2.517 -0.14
C 2.694 1.692 1.788 0.03
C 2.500 1.890 0.433 -0.12
N 1.443 1.420 -0.202 0.00
C 0.522 0.725 0.458 -0.23
C 0.656 0.481 1.816 0.05
C -0.656 0.236 -0.279 -0.21
C -1.883 0.118 0.364 0.06
C -3.002 -0.339 -0.320 -0.14
C -2.826 -0.633 -1.674 0.02
C -1.576 -0.495 -2.246 -0.11
N -0.525 -0.076 -1.563 0.03
C -4.354 -0.476 0.354 -0.56
C -4.266 -0.364 1.879 -0.05
C -4.967 -1.839 0.007 -0.04
C -5.242 0.659 -0.173 -0.03
H 0.930 1.634 5.740 0.09
H -0.144 1.494 4.348 0.08
H 1.119 2.723 4.368 0.09
H 3.315 0.721 5.598 0.09
H 3.558 2.011 4.437 0.08
H 3.999 0.349 4.019 0.10
H 1.582 -0.902 5.413 0.09
H 2.103 -1.429 3.810 0.10
H 0.433 -0.943 4.090 0.07
H 3.575 2.107 2.247 0.11
H 3.206 2.451 -0.162 0.11
H -0.105 -0.095 2.313 0.11
H -1.965 0.422 1.392 0.10
H -3.645 -0.969 -2.288 0.12
H -1.409 -0.727 -3.287 0.12
H -3.586 -1.105 2.293 0.09
H -5.250 -0.536 2.308 0.09
H -3.944 0.626 2.189 0.08
H -4.286 -2.643 0.276 0.10
H -5.193 -1.922 -1.050 0.08
H -5.894 -1.976 0.558 0.09
H -4.813 1.625 0.082 0.09
H -6.231 0.589 0.272 0.09
H -5.343 0.611 -1.254 0.08
F 3.501 3.050 -2.914 0.13
C 2.263 3.569 -2.916 -0.19
C 1.179 2.709 -2.846 -0.14
C -0.077 3.285 -2.780 -0.17
F -1.160 2.498 -2.674 0.14
C -0.270 4.664 -2.818 -0.06
F -1.498 5.177 -2.725 0.20
C 0.835 5.501 -2.931 -0.11
F 0.670 6.818 -2.994 0.16
C 2.115 4.953 -2.972 -0.06
F 3.178 5.753 -3.035 0.20
C 0.553 -5.720 -2.243 -0.03
C 1.700 -4.815 -2.533 -0.34
C 2.783 -5.247 -3.305 0.01
C 3.802 -4.321 -3.456 -0.13
N 3.755 -3.126 -2.917 0.05
C 2.691 -2.763 -2.207 -0.82
S 2.694 -1.246 -1.403 0.71
N 1.673 -3.600 -2.025 0.09
H 0.878 -6.756 -2.281 0.08
H -0.221 -5.573 -2.996 0.09
H 0.130 -5.493 -1.268 0.08
H 2.806 -6.235 -3.730 0.11
H 4.703 -4.540 -4.014 0.11